[1]
This record from OMol25 describes the molecule C10H12O2. The level of theory is the ωB97M-V functional and the def2-TZVPD basis.

## Properties
E_LUMO = 0.333 eV
SMILES = C/C=C\c1ccc(O)c(OC)c1

```
24
C10H12O2 (the ωB97M-V functional and the def2-TZVPD basis)
C 3.138 0.390 0.808
C 3.212 -0.683 -0.352
C 1.944 -1.126 -0.744
C 0.814 -0.252 -0.557
C 0.684 1.161 -0.678
C -0.477 1.800 -0.388
C -1.672 1.084 -0.246
O -2.885 1.493 -0.347
C -1.628 -0.402 -0.543
O -2.838 -1.067 -0.650
C -3.342 -1.350 0.721
C -0.353 -1.000 -0.570
H 3.231 1.583 0.362
H 4.185 0.506 1.476
H 2.130 0.386 1.346
H 4.082 -1.294 -0.407
H 1.937 -1.885 -1.416
H 1.683 1.696 -0.600
H -0.584 2.929 -0.367
H -2.883 2.374 0.424
H -2.334 -1.809 1.285
H -3.585 -0.464 1.305
H -4.286 -1.991 0.572
H -0.173 -2.080 -0.436
```

Atom charges from the Löwdin analysis, given in e for atoms 1 to 2:
1 C -0.150
2 C -0.088


[2]
This record from OMol25 describes a 2-piece molecular cluster, C10H12O2S2 overall. The level of theory is the ωB97M-V functional and the def2-TZVPD basis.

## Properties
E_LUMO = 0.691 eV

```
26
C10H12O2S2 (the ωB97M-V functional and the def2-TZVPD basis)
C -2.971 2.113 0.750
C -1.296 3.290 -0.514
C -2.898 1.043 -0.257
C -1.176 2.290 -1.471
C -2.208 3.247 0.543
C -1.966 1.146 -1.290
C 0.867 -4.341 -2.013
C 1.438 -3.598 -1.295
C -2.280 4.338 1.471
C 4.077 -3.698 -0.935
O -1.638 -1.546 -1.583
O -1.249 0.036 -3.456
S 2.538 -2.746 -0.339
S -2.203 -0.249 -2.480
H -3.653 1.921 1.615
H -0.597 4.102 -0.661
H -3.326 0.037 -0.162
H -0.593 2.311 -2.397
H -0.723 -1.421 -1.292
H 0.416 -5.123 -2.665
H -2.525 5.342 0.980
H -2.944 4.270 2.287
H -1.398 4.678 2.128
H 3.857 -4.729 -0.495
H 4.902 -3.206 -0.341
H 4.085 -3.572 -2.035
```

Atom charges from the Löwdin analysis, given in e for atoms 1 to 2:
1 C -0.004
2 C -0.038


[3]
This record from OMol25 describes the molecule C10H12O3. The level of theory is the ωB97M-V functional and the def2-TZVPD basis.

## Properties
E_LUMO = 0.681 eV
SMILES = CC1(C)Oc2ccccc2O[C@H]1O

```
25
C10H12O3 (the ωB97M-V functional and the def2-TZVPD basis)
C -2.218 -0.606 -0.083
C -1.385 0.706 -0.452
C -2.430 1.895 -0.708
O -0.566 1.065 0.750
C 0.496 0.117 0.963
C 0.981 -0.012 2.279
C 2.028 -0.915 2.618
C 2.695 -1.413 1.468
C 2.170 -1.221 0.156
C 1.036 -0.529 -0.106
O 0.583 -0.407 -1.408
C -0.444 0.570 -1.618
O -1.174 0.349 -2.829
H -3.156 -0.351 0.562
H -2.714 -0.910 -1.039
H -1.639 -1.534 0.449
H -2.734 1.799 -1.846
H -1.938 2.942 -0.439
H -3.235 1.815 0.035
H 0.411 0.483 3.054
H 2.098 -1.020 3.722
H 3.607 -2.027 1.499
H 2.610 -1.807 -0.639
H 0.031 1.556 -1.660
H -1.644 -0.546 -2.905
```

Atom charges from the Löwdin analysis, given in e for atoms 1 to 2:
1 C -0.012
2 C -0.440


[4]
This record from OMol25 describes the molecule C10H12S. The level of theory is the ωB97M-V functional and the def2-TZVPD basis.

## Properties
E_LUMO (spin up / spin down) = 0.522 / 0.522 eV

```
23
C10H12S (the ωB97M-V functional and the def2-TZVPD basis)
C 0.983 -2.172 1.964
C 1.803 -1.085 2.286
C 0.116 -2.152 0.880
C 1.512 0.146 1.666
C -0.142 -0.953 0.211
C 0.525 0.106 0.661
C -1.069 -0.907 -0.988
C -1.587 0.569 -1.329
C -0.575 1.566 -0.846
C 0.506 1.954 -1.793
S -1.229 2.838 0.027
H 1.301 -3.174 2.449
H 2.608 -1.138 3.074
H -0.358 -3.026 0.491
H 2.061 1.051 2.074
H -0.618 -1.554 -1.817
H -1.960 -1.640 -0.853
H -1.643 0.559 -2.395
H -2.396 0.714 -0.654
H 0.013 2.038 -2.865
H 1.266 1.173 -1.693
H 0.896 2.928 -1.468
H -2.015 2.159 0.918
```

Atom charges from the Löwdin analysis, given in e for atoms 1 to 2:
1 C -0.111
2 C -0.118


| no. | strongest force on any atom (Eh/bohr) |
| --- | --- |
| 1 | 0.1691 |
| 2 | 0.1026 |
| 3 | 0.0688 |
| 4 | 0.0848 |